This record from the Open Molecules 2025 dataset describes 4 unconnected molecules or ions with the total composition C2H12O3 in a non-equilibrium geometry. The level of theory is ωB97M-V/def2-TZVPD.

Element x y z (Å)
H -1.23 4.43 4.41
C 2.16 -0.89 -2.42
C 2.65 0.12 -3.44
H 3.23 0.92 -2.99
H -3.00 -6.85 0.75
H 3.24 -0.27 -4.27
H -1.83 3.56 3.09
H -2.00 4.83 5.62
O -2.55 -7.13 -0.06
H 1.79 0.59 -3.91
O -2.29 2.71 3.17
O -1.49 5.22 4.89
H 1.81 -0.37 -1.53
H -2.58 -6.31 -0.57
H 3.00 -1.54 -2.16
H 1.38 -1.52 -2.82
H -2.27 2.50 2.22

Computed properties:
- SMILES = CC.O.O.O
- LUMO level (eV) = 0.63
- relative energy (zero: lowest compared OMol25 entry of this formula, charge and spin) (eV) = 0.678
- orbital gap (eV) = 12.30